A 2-piece molecular cluster, C8H12N2S overall at a distorted geometry. Source: OMol25; level of theory: the ωB97M-V functional and the def2-TZVPD basis.

Last column: Löwdin charge in e.
Geometry (Å):
C  1.24587  1.99961  -1.12302  -0.03
C  -0.08668  1.99539  -1.68404  -0.08
C  1.89139  0.74710  -0.83504  -0.14
C  0.91545  0.73600  2.60392  -0.58
C  -0.75036  0.83169  -1.71935  -0.05
C  -0.05272  -0.34508  -1.38826  -0.33
C  -1.75995  -1.74568  -0.14325  -0.08
C  -0.73677  -1.63699  -1.29898  -0.21
N  1.18363  -0.36215  -0.91230  0.08
N  1.24889  -0.52614  2.30272  -0.09
S  -0.24246  0.84293  3.92197  0.63
H  1.62182  2.95205  -0.78716  0.09
H  -0.58881  2.96769  -1.77597  0.11
H  2.92505  0.72909  -0.58596  0.09
H  -1.78202  0.58438  -2.05356  0.13
H  -0.51608  2.18475  4.10945  -0.13
H  -2.36649  -2.63159  -0.37293  0.09
H  -2.21561  -0.82493  -0.04652  0.04
H  -1.38521  -1.89928  0.79811  0.03
H  -1.36218  -1.92875  -2.12289  0.09
H  0.03082  -2.57939  -1.21522  0.16
H  2.00513  -0.66246  1.65896  0.05
H  0.77729  -1.42824  2.66932  0.13

Cartesian forces (eV/Å) of the 3 atoms listed first:
C -1.0 -1.4 -0.4
C 2.0 2.1 2.2
C -2.5 3.0 -0.9

Values from the calculation:
LUMO energy, eV: 0.85
Energy relative to the best compared isomer or geometry (same formula, charge and spin), kJ/mol: 270.3
Multiplicity: 1
Charge: 0
Frontier orbital gap, eV: 9.13